DFT (ωB97M-V/def2-TZVPD) results for C16H25CoN5O6 as an isolated structure.

Element x y z (Å)
O (-3.594, 0.516, -0.163)
H (-4.262, 1.218, -0.254)
Co (-0.007, 0.003, -0.003)
N (-1.263, -1.100, 0.793)
N (-0.080, 1.024, 1.565)
N (0.281, -1.051, -1.491)
N (1.440, 1.014, -0.726)
O (-1.636, -2.259, 0.454)
O (-0.362, -2.174, -1.801)
O (2.083, 2.025, -0.136)
O (0.653, 2.005, 1.953)
C (-1.111, 0.642, 2.367)
C (-1.746, -0.553, 1.951)
C (1.315, -0.682, -2.277)
C (2.016, 0.481, -1.817)
C (-2.931, -1.216, 2.530)
H (-3.754, -1.175, 1.802)
H (-3.242, -0.713, 3.449)
H (-2.708, -2.269, 2.754)
C (-1.503, 1.514, 3.491)
H (-1.813, 2.501, 3.133)
H (-0.653, 1.649, 4.164)
H (-2.331, 1.073, 4.047)
C (1.723, -1.496, -3.450)
C (3.296, 0.977, -2.388)
H (0.886, -2.117, -3.796)
H (2.575, -2.152, -3.199)
H (2.054, -0.825, -4.255)
H (3.820, 1.613, -1.669)
H (3.125, 1.557, -3.306)
H (3.951, 0.136, -2.651)
H (-0.991, -2.322, -0.986)
H (1.514, 2.137, 0.748)
C (-1.330, 1.223, -0.783)
H (-2.613, 0.968, -0.412)
H (-1.339, 1.084, -1.874)
H (-1.152, 2.268, -0.483)
O (-3.378, -1.624, -1.636)
H (-3.615, -0.743, -1.202)
H (-3.167, -1.386, -2.563)
N (1.281, -1.029, 0.956)
C (2.388, -1.041, 1.357)
C (3.740, -1.026, 1.791)
C (4.532, 0.124, 1.614)
C (5.863, 0.138, 2.034)
C (6.422, -0.993, 2.638)
C (5.643, -2.140, 2.817)
C (4.309, -2.160, 2.401)
H (4.088, 1.008, 1.150)
H (6.467, 1.036, 1.892)
H (7.463, -0.980, 2.971)
H (6.068, -3.032, 3.287)
H (3.688, -3.049, 2.542)

The HOMO energy (spin up / spin down) comes out at -0.195 / -0.302 hartree. As for the spin multiplicity: 4. The gap between HOMO and LUMO (spin up / spin down) is 4.934 / 7.550 eV. Its expectation value of S² is 3.7787. The lowest unoccupied orbital energy (spin up / spin down) is -0.386 / -0.681 eV.

And the Löwdin charges, in e, turn out to be:
1 O -0.12
2 H 0.07
3 Co 0.33
4 N -0.20
5 N -0.20
6 N -0.08
7 N -0.07
8 O -0.06
9 O 0.01
10 O -0.03
11 O -0.09
12 C -0.26
13 C -0.25
14 C -0.22
15 C -0.22
16 C -0.03
17 H 0.09
18 H 0.07
19 H 0.09
20 C -0.03
21 H 0.09
22 H 0.08
23 H 0.07
24 C -0.01
25 C -0.01
26 H 0.09
27 H 0.10
28 H 0.09
29 H 0.08
30 H 0.10
31 H 0.09
32 H 0.08
33 H 0.06
34 C 0.00
35 H -0.04
36 H 0.03
37 H 0.04
38 O -0.11
39 H 0.00
40 H 0.04
41 N 0.22
42 C 0.00
43 C -0.20
44 C -0.01
45 C -0.06
46 C -0.07
47 C -0.07
48 C -0.02
49 H 0.11
50 H 0.11
51 H 0.11
52 H 0.11
53 H 0.12